# C4H6BrNO2S

A single C4H6BrNO2S molecule at a distorted geometry (ωB97M-V with the def2-TZVPD basis set, OMol25).

## Properties
molecular weight	212.07	g/mol
HOMO energy (alpha / beta)	-6.63 / -9.23	eV
net charge	0
electronic energy	-3333.20563	hartree

```
15
Properties=species:S:1:pos:R:3:mulliken_charge:R:1
C -1.437 -0.528 0.136 0.409
C 0.468 1.328 -1.146 -0.375
C 1.312 0.099 -0.614 -0.472
C -1.485 -1.365 1.241 -0.881
N -1.548 0.032 -0.915 -0.215
O 2.105 1.634 1.434 -0.457
O -0.814 0.909 -1.632 -0.243
S 1.564 0.244 1.318 0.396
Br 0.882 -1.708 -1.099 -0.092
H 0.156 1.990 -0.270 0.272
H 0.826 1.907 -1.915 0.388
H 2.332 0.071 -0.988 0.469
H -0.777 -2.144 0.936 0.275
H -2.559 -1.686 1.430 0.297
H -1.026 -0.782 2.087 0.230
```

=====

# C2HFI2O

A molecular structure, C2HFI2O at a distorted geometry (ωB97M-V with the def2-TZVPD basis set, OMol25).

## Properties
molecular weight	313.83	g/mol
HOMO energy (alpha / beta)	-9.62 / -8.74	eV
net charge	0
electronic energy	-847.16903	hartree

```
7
Properties=species:S:1:pos:R:3:mulliken_charge:R:1
C 1.865 1.416 -0.335 0.382
C 0.567 -0.686 0.173 -0.749
O 1.881 1.888 0.743 -0.347
F 2.475 2.103 -1.405 -0.195
I 0.731 -0.553 2.207 0.253
I 1.491 -2.173 -0.943 0.190
H -0.360 -0.340 -0.257 0.466
```

=====

# C5H12N2O

2 unconnected molecules or ions with the total composition C5H12N2O at a distorted geometry (ωB97M-V with the def2-TZVPD basis set, OMol25).

## Properties
molecular weight	116.16	g/mol
HOMO energy (alpha / beta)	0.95 / -3.69	eV
net charge	-1
<S²>	0.753
2S+1	2
electronic energy	-382.32035	hartree

```
20
Properties=species:S:1:pos:R:3:mulliken_charge:R:1
C -1.298 -0.008 -0.221 -0.624
C -0.880 -1.360 0.268 -0.690
C 0.593 -1.344 0.448 0.736
C 1.195 -1.263 1.685 -1.071
C 1.670 -0.243 -1.236 -0.633
N 1.307 -1.421 -0.784 -0.700
N -1.304 1.042 0.832 -0.512
H -2.241 -0.051 -0.873 0.196
H -0.526 0.326 -0.935 0.205
H -1.322 -1.771 1.318 0.274
H -1.042 -2.012 -0.608 0.320
H 0.527 -1.379 2.529 0.222
H 2.212 -1.124 2.002 0.330
H 1.518 0.604 -0.545 0.413
H 2.098 -0.329 -2.283 0.174
H -1.632 0.723 1.766 0.208
H -1.853 1.862 0.512 0.208
H 0.416 2.135 -0.571 0.368
H 0.102 3.205 -1.822 0.304
O 0.460 2.405 -1.482 -0.728
```

=====

# C9H8O3

A single C9H8O3 molecule at a distorted geometry (ωB97M-V with the def2-TZVPD basis set, OMol25).

## Properties
molecular weight	164.16	g/mol
HOMO energy	-8.98	eV
net charge	0
SMILES	O=C1OC[C@H](c2ccccc2)O1
electronic energy	-573.08155	hartree

```
20
Properties=species:S:1:pos:R:3:mulliken_charge:R:1
O -0.996 -1.776 -4.450 -0.521
C -0.879 -1.528 -3.143 0.554
O -2.120 -1.588 -2.301 -0.300
C -1.753 -0.607 -1.226 -0.377
C -0.237 -1.246 -0.927 0.093
C 0.326 -0.173 0.196 0.267
C 0.784 1.339 -0.248 -0.293
C 1.293 2.353 0.947 -0.419
C 1.297 1.795 2.489 -0.280
C 0.872 0.282 2.964 -0.374
C 0.364 -0.749 1.766 -0.326
O 0.299 -1.131 -2.324 -0.314
H -1.589 0.466 -1.686 0.311
H -2.268 -0.714 -0.181 0.350
H -0.235 -2.390 -0.585 0.262
H 0.707 1.638 -1.383 0.292
H 1.604 3.465 0.681 0.288
H 1.635 2.543 3.342 0.262
H 0.869 -0.106 4.083 0.287
H 0.031 -1.872 1.987 0.238
```

=====

# C5H4BrNO3

A single C5H4BrNO3 molecule at a distorted geometry (ωB97M-V with the def2-TZVPD basis set, OMol25).

## Properties
molecular weight	206.00	g/mol
HOMO energy (alpha / beta)	-8.84 / -9.14	eV
net charge	0
electronic energy	-3047.04959	hartree

```
14
Properties=species:S:1:pos:R:3:mulliken_charge:R:1
C -1.826 0.199 0.214 0.408
C 1.492 -0.596 0.654 -0.374
C -1.806 1.295 -0.505 -0.645
C 0.445 -0.457 -0.069 0.610
C 0.476 -0.413 -1.652 -0.968
N 1.797 -0.357 2.043 0.967
O 1.660 -1.237 2.835 -0.531
O 2.140 0.759 2.195 -0.524
O -0.870 -0.672 0.523 -0.319
Br -2.519 2.817 -1.104 -0.054
H -2.668 -0.222 0.695 0.429
H -0.500 -0.081 -1.960 0.379
H 1.252 0.347 -1.850 0.318
H 0.928 -1.381 -2.017 0.304
```

=====

# C32H57FeN7OP

A molecular structure, C32H57FeN7OP at a distorted geometry (ωB97M-V with the def2-TZVPD basis set, OMol25).

## Properties
molecular weight	642.67	g/mol
HOMO energy (alpha / beta)	-17.31 / -17.13	eV
net charge	+4
<S²>	1.034
2S+1	2
electronic energy	-3315.79808	hartree

```
99
Properties=species:S:1:pos:R:3:mulliken_charge:R:1
Fe -1.050 -1.264 -0.335 -0.185
C -0.568 -1.720 6.687 -2.142
C -0.665 -0.435 5.865 1.690
C 0.594 0.417 6.112 -1.486
C -1.914 0.350 6.301 -1.503
C -0.759 -0.718 4.378 0.191
C -0.711 -2.005 3.838 -0.576
C -0.793 -2.184 2.472 -0.856
N -0.922 -1.164 1.615 0.044
C -0.965 0.096 2.113 0.471
C -0.888 0.338 3.465 -0.427
C -1.092 1.143 1.068 -0.144
C -1.082 2.500 1.301 -0.516
C -1.185 3.413 0.243 0.096
C -1.277 2.870 -1.041 -0.394
C -1.279 1.501 -1.213 -1.024
N -1.203 0.647 -0.185 0.538
C -1.195 4.905 0.519 1.631
C -1.298 5.724 -0.767 -2.140
C -2.406 5.220 1.415 -1.510
C 0.103 5.281 1.253 -1.472
H -0.532 -1.463 7.745 0.429
H 0.340 -2.284 6.464 0.448
H -1.435 -2.368 6.543 0.452
H 0.689 0.611 7.180 0.460
H 0.544 1.383 5.606 0.348
H 1.496 -0.102 5.784 0.384
H -1.856 0.546 7.370 0.464
H -2.827 -0.219 6.115 0.374
H -1.997 1.315 5.798 0.336
H -0.602 -2.870 4.474 0.661
H -0.737 -3.178 2.042 0.727
H -0.923 1.355 3.830 0.701
H -0.991 2.867 2.313 0.774
H -1.353 3.507 -1.910 0.680
H -1.348 1.063 -2.203 0.565
H -2.221 5.520 -1.314 0.442
H -0.446 5.558 -1.430 0.452
H -1.305 6.783 -0.514 0.429
H -3.343 4.936 0.933 0.368
H -2.440 6.292 1.604 0.466
H -2.345 4.719 2.383 0.332
H 0.982 5.066 0.642 0.310
H 0.208 4.763 2.208 0.345
H 0.098 6.350 1.462 0.471
O 0.741 -1.345 -1.147 -0.355
P 1.675 -0.966 -2.263 -1.826
N 2.847 -2.208 -2.305 0.753
C 3.115 -3.141 -1.204 -0.285
C 4.460 -3.774 -1.549 -0.842
C 4.483 -3.725 -3.077 -0.736
C 3.837 -2.374 -3.377 -0.239
N 2.565 0.339 -1.876 0.805
C 3.440 1.152 -2.769 -0.202
C 4.418 1.840 -1.820 -0.998
C 3.650 1.927 -0.505 -0.446
C 2.919 0.594 -0.445 -0.105
N 0.973 -0.822 -3.702 0.876
C 1.479 -0.111 -4.923 -0.286
C 0.664 -0.709 -6.068 -0.912
C -0.629 -1.175 -5.405 -0.691
C -0.148 -1.734 -4.074 -0.001
H 2.300 -3.875 -1.197 0.294
H 3.075 -2.610 -0.249 0.270
H 4.541 -4.784 -1.158 0.402
H 5.275 -3.182 -1.130 0.317
H 3.883 -4.529 -3.505 0.321
H 5.485 -3.789 -3.493 0.395
H 3.358 -2.290 -4.354 0.181
H 4.575 -1.563 -3.287 0.186
H 2.818 1.873 -3.302 0.269
H 3.938 0.529 -3.513 0.255
H 4.717 2.813 -2.205 0.447
H 5.321 1.240 -1.697 0.315
H 2.934 2.751 -0.526 0.051
H 4.302 2.060 0.355 0.438
H 2.017 0.597 0.164 -0.129
H 3.587 -0.193 -0.078 0.248
H 2.547 -0.263 -5.063 0.314
H 1.299 0.958 -4.815 0.284
H 1.189 -1.555 -6.514 0.322
H 0.495 0.024 -6.854 0.424
H -1.149 -1.929 -5.991 0.414
H -1.306 -0.333 -5.248 0.289
H 0.205 -2.763 -4.186 0.362
H -0.917 -1.720 -3.296 -0.442
N -6.214 -2.930 0.625 -0.303
C -5.166 -3.346 -0.389 -0.748
C -3.712 -3.004 -0.019 -0.646
N -3.159 -1.735 -0.551 -0.196
H -7.096 -3.425 0.442 0.383
H -6.433 -1.931 0.600 0.354
H -5.943 -3.168 1.584 0.359
H -5.461 -2.901 -1.338 0.376
H -5.269 -4.426 -0.482 0.445
H -3.106 -3.817 -0.417 0.345
H -3.567 -3.012 1.063 0.488
H -3.612 -0.922 -0.139 0.302
H -3.338 -1.682 -1.553 0.402
```

=====

# C7H12O2

A molecular structure, C7H12O2 (ωB97M-V with the def2-TZVPD basis set, OMol25).

## Properties
molecular weight	128.17	g/mol
HOMO energy (alpha / beta)	-7.16 / -7.43	eV
net charge	0
electronic energy	-424.23505	hartree

```
21
Properties=species:S:1:pos:R:3:mulliken_charge:R:1
C 1.735 -0.020 -0.308 0.854
C -0.065 0.710 -0.812 -0.805
C -0.861 -0.451 -0.505 0.116
C -2.232 -0.402 0.016 0.269
C 2.426 -1.310 -0.582 -1.355
C 1.857 0.616 1.036 -1.234
C -2.965 0.884 0.301 -1.402
O 1.205 0.599 -1.385 -0.347
O -1.219 -0.797 0.935 -0.494
H -0.416 1.724 -0.689 0.463
H -0.569 -1.350 -1.045 0.430
H -2.894 -1.216 -0.288 0.406
H 3.389 -1.349 -0.068 0.394
H 1.836 -2.161 -0.224 0.287
H 1.236 0.112 1.783 0.256
H 1.533 1.657 0.996 0.360
H 2.903 0.572 1.366 0.418
H 2.573 -1.439 -1.656 0.351
H -3.452 1.257 -0.603 0.308
H -3.734 0.714 1.057 0.348
H -2.287 1.650 0.676 0.376
```

=====

# C3H7NO3

2 unconnected molecules or ions with the total composition C3H7NO3 at a distorted geometry (ωB97M-V with the def2-TZVPD basis set, OMol25).

## Properties
molecular weight	105.09	g/mol
HOMO energy	-9.97	eV
net charge	0
SMILES	[H]/N=C/O.CC(=O)O
electronic energy	-398.98074	hartree

```
14
Properties=species:S:1:pos:R:3:mulliken_charge:R:1
H 1.843 1.262 1.551 0.182
N 0.830 1.197 1.359 -0.542
C -0.092 1.352 2.192 0.195
O -1.305 0.995 1.869 -0.521
H -0.064 1.852 3.181 0.346
H -1.405 0.385 0.963 0.438
C -0.208 -1.405 -2.110 -0.985
C 0.134 -0.711 -0.847 0.824
O -0.604 -0.986 0.116 -0.736
O 0.960 0.280 -0.930 -0.546
H 0.458 -1.336 -3.021 0.302
H -1.162 -1.059 -2.453 0.257
H -0.264 -2.514 -1.915 0.269
H 0.878 0.686 0.046 0.518
```